[1]
{
  "formula": "C3H3N4S",
  "method": "ωB97M-V/def2-TZVPD",
  "symbols": ["C", "C", "N", "N", "N", "N", "C", "S", "H", "H", "H"],
  "positions_angstrom": [[2.03405, 0.00624, 0.06469], [0.87843, -0.61158, -0.10315], [-0.32117, 0.08106, -0.04858], [-0.48583, 1.55968, -0.06643], [-1.69143, 1.74360, -0.04260], [-2.42581, 0.66787, 0.04639], [-1.61971, -0.38308, 0.03334], [-1.90949, -1.99299, -0.03727], [3.04679, -0.54465, 0.02664], [1.85799, 1.08773, 0.31467], [0.63616, -1.61389, -0.18771]],
  "forces_ev_per_angstrom": [[1.3, 0.3, 0.3], [-0.6, 1.7, 0.5], [-1.6, 3.0, 0.3], [3.7, -2.1, -0.3], [-1.4, 1.7, 0.4], [-1.9, -1.0, 0.0], [2.0, 0.5, -0.5], [-1.0, -2.1, 0.2], [-1.9, 1.2, 0.1], [1.2, -1.0, -0.4], [0.2, -2.1, -0.5]],
  "total_charge": -1,
  "homo_energy_ev": -3.706,
  "fmax_ev_per_a": 4.28,
  "e_lumo_ev": 3.7,
  "total_energy_ha": -733.3234
}

[2]
{
  "formula": "C3H3N5",
  "method": "ωB97M-V/def2-TZVPD",
  "symbols": ["C", "N", "N", "C", "N", "N", "N", "C", "H", "H", "H"],
  "positions_angstrom": [[1.20371, 0.48702, 0.16576], [0.22170, 1.42135, 0.32304], [-1.02734, 0.89851, -0.01116], [-0.73886, -0.41481, -0.30489], [-1.46659, -1.51296, -0.36784], [-0.44412, -2.48761, -0.36617], [0.77113, -2.05081, -0.27117], [0.66979, -0.65936, -0.25677], [2.25149, 0.83646, 0.31256], [0.34515, 2.44114, 0.12601], [-1.78605, 1.04107, 0.65064]],
  "forces_ev_per_angstrom": [[2.0, 2.2, 0.0], [-0.1, 1.9, 0.4], [0.3, -0.6, -0.7], [-1.0, -0.4, 0.3], [2.1, 0.4, 0.1], [0.1, -0.3, 0.0], [-0.7, 0.3, -0.4], [-1.9, -1.8, 0.2], [-1.0, -0.5, 0.0], [0.0, -1.5, 0.3], [0.3, 0.3, -0.1]],
  "total_charge": 0,
  "homo_energy_ev": -9.461,
  "fmax_ev_per_a": 2.92,
  "e_lumo_ev": -0.1,
  "total_energy_ha": -389.7872
}